(1)
# C35H31IMnN5O4Se2Te2

A structure of composition C35H31IMnN5O4Se2Te2 (the ωB97M-V functional and the def2-TZVPD basis, the OMol25 dataset).

Spin multiplicity   2
Expectation value of S²   0.78
Frontier orbital gap (alpha / beta)   5.1 / 5.7 eV
Total charge   -1

Geometry (Å):
C: 2.310 1.458 -1.189
C: 1.226 -4.409 -0.355
N: 3.126 -1.977 2.368
C: -2.229 -0.806 4.865
H: -1.900 -1.640 5.472
H: -0.139 -4.843 3.678
C: -1.642 -0.608 3.632
H: -0.377 -3.750 5.914
C: 2.238 -2.434 3.342
Mn: -0.348 0.032 0.341
N: 1.269 -0.732 -0.687
H: 4.448 -0.126 -3.946
Te: -0.451 -0.551 -3.838
H: 3.777 3.500 4.033
C: 1.551 -1.993 -0.661
H: -3.877 3.088 2.452
C: 3.877 0.331 -3.148
H: 2.823 -1.461 -2.755
H: 1.508 -3.992 2.086
H: -2.299 2.648 0.531
H: -0.090 1.731 3.481
C: 2.189 0.086 -1.404
H: -4.436 1.802 5.014
C: 0.358 -3.401 5.200
C: -1.102 -4.073 1.061
C: 1.781 2.697 3.893
C: 3.620 -0.699 2.188
H: 4.818 1.514 2.991
H: 0.817 -6.468 0.000
H: -2.106 -3.299 2.781
C: -2.089 0.484 2.885
H: -3.666 -0.151 6.328
C: 3.738 1.572 3.092
H: 1.148 -1.909 6.520
H: 1.316 3.530 4.408
C: -2.368 2.046 1.424
Se: -1.049 0.852 -1.903
N: -0.656 -5.279 0.862
C: 2.973 0.478 2.651
C: 3.209 2.244 -1.900
C: 0.489 -4.008 3.963
H: -3.071 -3.300 1.311
C: 4.011 1.684 -2.874
H: 2.516 -2.292 -1.057
O: -0.924 -1.762 0.875
C: 2.542 -4.723 -1.004
H: 3.565 0.673 6.034
C: -3.074 1.335 3.391
O: 3.650 -4.390 -0.151
H: 3.266 3.304 -1.689
O: 3.123 -0.992 4.999
H: -0.855 -1.241 3.246
C: 2.973 -0.439 -2.443
I: 1.140 2.459 0.207
H: 4.704 2.301 -3.431
C: -3.672 1.137 4.633
C: -3.233 0.047 5.356
C: 0.768 -3.071 -0.161
N: -3.229 2.324 2.434
C: 0.987 1.666 3.395
H: 4.623 -0.644 1.777
C: -0.429 -2.885 0.558
H: 2.885 -0.633 7.038
H: 2.697 -4.161 -1.924
C: 2.168 -1.895 4.643
H: -2.747 -4.844 2.154
Se: -2.824 -0.355 -0.781
C: 1.209 -2.353 5.535
H: 1.829 0.317 5.950
H: 3.300 -2.634 1.621
H: 3.527 -4.886 0.666
C: -2.337 -3.874 1.880
C: 0.494 -5.442 0.150
H: 2.573 -5.785 -1.261
N: -1.673 0.968 1.643
O: 0.831 -0.227 1.939
C: 1.420 -3.524 3.056
C: 3.159 2.677 3.693
C: 1.538 0.594 2.676
C: 2.823 -0.121 6.072
Te: -3.004 -2.509 -1.903

(2)
# C35H31N10O4S3Sr

A structure of composition C35H31N10O4S3Sr (the ωB97M-V functional and the def2-TZVPD basis, the OMol25 dataset).

ΔE to the lowest compared entry with this formula, charge and spin   12.15 kcal per mole
Frontier orbital gap   5.7 eV
Total charge   -1

Geometry (Å):
C: 3.251 -3.319 0.814
H: 6.565 2.370 1.216
S: -3.348 -2.269 -5.235
C: 1.834 -1.293 0.902
C: 2.208 -4.125 1.248
C: 4.175 1.253 0.668
N: 3.496 1.395 -0.247
H: 1.779 4.497 4.922
N: 0.492 4.555 3.205
S: -1.075 1.718 2.928
H: -3.685 -2.865 -3.000
C: -2.565 -0.767 -4.698
N: -4.054 -2.489 6.200
C: -2.371 4.470 -0.027
H: 6.885 0.759 5.174
H: 4.221 -3.758 0.597
H: -0.240 -2.212 -2.665
C: -2.121 0.336 2.783
H: -2.113 -3.423 -3.606
H: 0.147 -4.145 1.857
Sr: 0.712 1.150 0.540
C: -3.779 -4.713 -4.158
C: 0.625 4.081 1.943
H: -3.411 4.730 -0.107
C: 0.025 -0.068 -2.725
C: 3.054 -1.946 0.649
C: 6.865 1.633 3.217
H: -0.757 -0.668 -5.872
H: -0.662 -1.804 -4.545
H: 7.813 2.139 3.348
O: -0.349 3.414 -5.409
H: 3.438 3.236 3.130
H: -3.674 -5.371 -3.296
C: -3.762 -2.019 5.192
C: -3.375 -1.415 3.946
C: -1.046 -0.833 -4.842
N: -0.286 3.696 -0.301
C: -0.420 4.149 0.926
C: -3.826 -1.917 2.719
H: -2.083 4.818 2.032
C: 4.426 0.322 2.890
C: 6.342 0.856 4.242
H: 3.478 -0.178 2.732
N: -1.664 4.645 1.136
N: 1.803 3.519 1.769
C: -1.506 3.893 -0.901
H: -2.874 -0.591 -3.665
H: -2.987 0.020 -5.324
H: 0.543 3.068 -2.837
N: -0.404 0.160 -3.987
C: 1.648 4.257 3.883
C: -4.696 -3.059 2.652
C: -0.243 1.522 -4.195
N: 0.436 1.052 -2.144
C: 5.127 0.203 4.080
S: -2.096 0.486 -0.017
O: -4.748 -1.997 -5.423
N: -0.598 2.224 -5.378
H: 3.910 -1.381 0.282
C: 4.959 1.106 1.867
C: 0.977 -3.537 1.513
H: -2.188 0.075 4.902
O: -1.154 1.609 -6.278
C: -2.566 -0.187 1.530
H: -0.873 -1.291 -1.277
N: -5.402 -3.965 2.587
C: -0.059 -1.365 -2.009
C: 0.278 2.046 -3.047
C: 6.174 1.764 2.023
H: -3.761 -1.693 0.600
O: -2.567 -2.808 -6.325
C: -3.416 -1.299 1.547
H: -0.177 -1.762 1.565
C: -2.538 -0.308 3.953
C: 2.446 3.626 2.979
C: -3.177 -3.352 -3.832
H: -3.272 -5.168 -5.008
H: -1.701 3.578 -1.912
C: 0.813 -2.164 1.342
H: 4.720 -0.401 4.880
H: 2.350 -5.192 1.375
H: -0.365 4.850 3.639
H: -4.838 -4.619 -4.392
H: 0.855 -1.543 -1.440

(3)
# C35H31N2O3PdSb

A structure of composition C35H31N2O3PdSb (the ωB97M-V functional and the def2-TZVPD basis, the OMol25 dataset).

ΔE to the lowest compared entry with this formula, charge and spin   3.77 kcal per mole
Frontier orbital gap   7.6 eV

Geometry (Å):
H: 2.905 1.744 -1.103
O: 0.529 0.613 -2.823
C: 2.380 1.618 0.979
H: 2.949 -4.653 0.940
H: -6.395 0.780 2.542
H: 2.396 -0.653 3.295
H: -2.010 -2.525 -3.512
C: 0.944 -1.059 4.817
C: -6.527 -1.991 0.607
H: -7.128 -2.875 0.447
C: -1.419 -1.653 -3.240
C: -0.168 -1.439 -3.925
N: -1.908 -0.901 -2.327
H: 4.956 4.467 1.472
C: -3.391 -0.414 -0.763
H: 2.729 -0.564 -1.807
H: -0.412 2.858 1.812
H: 3.672 3.609 3.399
C: 2.912 -3.750 0.345
C: 3.091 2.127 -0.106
Pd: -1.039 0.680 -1.621
H: 1.590 -3.111 -6.326
C: 4.024 3.137 0.070
C: -1.132 3.098 1.022
H: -1.710 -0.277 2.130
C: 0.390 -0.411 2.563
H: -7.774 -1.238 2.180
C: 2.173 -2.661 0.789
C: 0.700 -0.341 -3.701
C: -6.115 0.060 1.785
C: 2.196 -1.251 -5.398
C: -6.889 -1.071 1.582
H: 0.461 5.219 -1.126
H: 2.040 1.794 3.093
C: 2.124 -1.492 0.037
H: -0.713 -1.408 6.130
C: 2.591 2.168 2.238
C: -0.368 3.477 -0.208
H: -2.410 -0.908 4.409
H: 1.491 4.419 0.058
C: 3.526 -2.534 -1.628
H: -1.710 3.955 1.374
N: -3.116 -1.242 -1.710
H: -0.487 -3.245 -5.029
C: 0.190 -2.412 -4.878
C: 3.590 -3.686 -0.860
C: 4.234 3.674 1.332
H: -4.373 1.152 1.161
H: 1.636 -2.732 1.725
O: -2.664 0.609 -0.440
O: -0.380 2.792 -1.222
C: 1.878 -0.285 -4.481
H: 2.528 0.565 -4.320
C: -5.396 -1.784 -0.160
H: 3.112 -1.161 -5.966
C: 1.341 -0.703 3.537
Sb: 0.859 0.156 0.555
H: 4.578 3.515 -0.780
H: 4.032 -2.484 -2.583
H: -1.784 2.248 0.836
H: 4.156 -4.540 -1.208
C: 3.512 3.192 2.413
C: -1.358 -0.845 4.168
H: -5.098 -2.490 -0.920
C: -0.405 -1.129 5.132
C: -4.617 -0.649 0.040
C: 2.793 -1.445 -1.182
C: -4.982 0.272 1.016
C: 0.465 4.723 -0.158
H: 1.687 -1.285 5.570
H: 0.134 5.401 0.626
C: -0.961 -0.485 2.887
C: 1.347 -2.344 -5.607

(4)
# C35H32AsF6N6O4STi

A structure of composition C35H32AsF6N6O4STi (the ωB97M-V functional and the def2-TZVPD basis, the OMol25 dataset).

ΔE to the lowest compared entry with this formula, charge and spin   22.40 kcal per mole
Spin multiplicity   2
Expectation value of S²   0.75
Frontier orbital gap (alpha / beta)   6.5 / 6.5 eV
Total charge   -2

Geometry (Å):
H: -0.342 -2.043 1.350
O: -0.487 1.852 0.732
N: -1.775 -0.650 -3.290
C: -4.708 3.525 -1.513
C: -2.843 -2.771 -3.514
H: -6.503 -0.311 2.489
H: -2.581 -3.495 1.579
F: 0.797 -5.454 -2.406
C: -5.637 2.353 0.404
H: 3.981 2.953 -2.727
C: -1.739 -1.831 -3.866
C: 1.977 4.289 -0.315
H: -4.521 1.012 1.660
H: -0.679 -3.216 -5.173
C: 2.589 0.544 -2.195
H: 1.148 0.341 -4.125
C: 0.845 0.075 2.806
C: 0.357 -1.387 -4.872
C: -3.702 0.398 -0.524
H: -6.328 -0.424 0.738
C: -5.532 1.412 1.586
S: -0.595 1.655 -2.598
C: -3.448 -1.838 0.357
C: 1.555 0.006 3.993
H: 2.472 -1.504 -5.039
H: 1.647 -0.985 -6.520
Ti: 0.390 0.281 -0.310
H: -2.780 5.559 -1.389
N: -3.496 1.659 -0.570
C: 2.827 -0.379 1.570
C: 1.328 3.112 0.023
F: 2.060 -5.239 -0.289
H: -7.751 4.796 -0.683
H: 3.482 5.141 -1.585
O: 1.713 -0.267 -1.703
C: 0.095 2.976 0.914
H: -3.120 2.861 -2.784
H: -5.699 2.001 2.494
F: -0.341 -4.726 -0.366
C: -2.479 -2.549 1.070
H: -0.216 0.299 2.850
C: 3.563 -0.453 2.742
C: 3.264 3.031 -1.923
C: -0.688 -2.237 -4.719
C: -6.748 3.197 0.339
O: -0.220 3.903 1.645
C: 1.449 -0.109 1.552
C: -6.539 0.262 1.560
H: -4.728 0.029 -0.686
C: -6.872 4.163 -0.640
F: 1.283 -2.884 -0.105
H: 1.589 -2.689 -6.018
H: -2.723 -3.738 -3.999
H: 1.675 5.208 0.166
C: -3.539 3.799 -2.419
C: 2.966 4.235 -1.289
N: 4.280 -0.357 6.171
C: 3.677 -0.314 5.189
C: -2.835 -0.684 -0.143
As: 1.059 -4.186 -1.234
C: 2.570 1.908 -1.520
H: 4.626 -0.663 2.718
C: -2.438 4.563 -1.681
H: -3.803 -2.327 -3.783
O: 3.354 0.319 -3.120
H: -3.886 4.376 -3.283
F: 0.052 -3.122 -2.179
H: 3.349 -0.554 0.634
H: -1.548 4.667 -2.306
C: -4.628 2.476 -0.570
N: 1.667 1.972 -0.554
H: -2.154 4.021 -0.776
F: 2.443 -3.661 -2.143
H: 1.060 0.163 4.944
H: -7.519 3.096 1.097
C: -1.316 -1.802 0.958
N: 0.289 -0.180 -4.265
H: -4.497 -2.078 0.242
H: -5.887 5.113 -2.302
C: -5.832 4.333 -1.549
C: -0.740 0.190 -3.436
N: -1.498 -0.684 0.209
C: 2.926 -0.256 3.967
C: 1.589 -1.661 -5.665
H: -2.832 -2.901 -2.429
H: -7.559 0.634 1.428

(5)
# C35H32BrCl3N2O3Ta

A structure of composition C35H32BrCl3N2O3Ta (the ωB97M-V functional and the def2-TZVPD basis, the OMol25 dataset).

ΔE to the lowest compared entry with this formula, charge and spin   0.00 kcal per mole
Frontier orbital gap   7.8 eV
Total charge   +1

Geometry (Å):
C: 2.595 2.444 -2.791
C: 0.663 -0.288 4.471
C: 0.339 -2.037 6.077
C: -2.012 -0.977 -3.332
C: 0.263 -1.112 3.470
C: 1.357 1.882 -0.757
C: 2.740 3.905 -0.850
H: -3.874 2.201 0.455
H: 2.264 -1.718 -2.782
H: 4.726 5.008 -3.358
Cl: 0.394 -2.589 7.716
H: -0.441 -4.675 6.270
C: 4.020 4.385 -2.827
H: -1.079 -5.077 2.056
C: -2.465 0.169 -3.967
O: 0.214 -0.655 2.188
H: -1.464 -3.058 -3.447
H: 0.612 -2.240 -1.102
C: 4.395 0.195 -0.180
H: -4.322 2.531 -4.074
H: 4.356 -0.593 -3.474
C: -1.823 -0.929 -1.950
N: -1.740 0.289 0.166
H: 2.957 -0.460 1.263
C: 2.863 -1.191 -2.050
H: -3.755 -1.506 0.812
H: -2.973 3.484 -3.464
H: -1.108 -6.073 4.329
H: 4.998 0.732 0.539
H: -1.529 -1.821 -1.412
C: -4.061 1.141 0.626
C: -2.844 0.421 1.197
H: 1.016 -0.086 6.593
Cl: 6.188 1.004 -2.028
Ta: 0.150 0.036 0.487
C: -2.488 1.390 -1.903
C: 3.232 -0.467 0.209
C: -2.715 1.353 -3.270
H: 2.441 4.129 0.164
H: -3.941 -0.931 2.472
C: -0.448 -4.275 5.266
C: -0.102 -2.460 3.719
C: -0.070 -2.930 5.046
Cl: 1.140 1.337 4.162
H: 2.184 1.565 -3.265
H: -0.909 -2.084 -4.809
H: 1.224 -2.420 0.550
H: -2.606 2.317 -1.360
N: -0.459 -3.233 2.660
H: -4.859 1.059 1.364
H: -3.172 1.583 2.977
C: -3.234 2.567 -3.992
C: 4.773 0.150 -1.506
C: 2.233 2.775 -1.488
C: 2.444 -1.146 -0.717
H: -2.385 -1.578 1.924
C: 3.505 3.251 -3.443
H: -1.759 2.099 2.068
H: -4.414 0.692 -0.300
C: -2.052 0.244 -1.248
H: 4.033 5.600 -1.062
C: 1.135 -1.734 -0.294
C: -2.327 1.222 2.391
C: 4.027 -0.560 -2.444
C: 3.629 4.715 -1.535
H: -2.601 -2.539 -4.690
C: -3.251 -0.984 1.628
Br: 4.065 2.793 -5.182
C: 0.699 -0.754 5.805
H: -2.834 2.627 -5.003
H: -1.709 0.629 3.063
O: 0.714 0.919 -1.312
C: -0.812 -5.042 4.202
C: -0.797 -4.471 2.910
O: 1.207 1.937 0.520
H: -2.630 0.148 -5.039
C: -1.731 -2.234 -4.108

(6)
# C35H32BrHgN8O4S

A structure of composition C35H32BrHgN8O4S (the ωB97M-V functional and the def2-TZVPD basis, the OMol25 dataset).

ΔE to the lowest compared entry with this formula, charge and spin   0.00 kcal per mole
Spin multiplicity   2
Expectation value of S²   0.77
Frontier orbital gap (alpha / beta)   3.4 / 6.2 eV
Total charge   -2

Geometry (Å):
C: -3.541 -4.676 2.042
H: 3.846 -0.511 -1.492
N: 1.882 0.898 -1.310
C: 5.402 2.167 -1.693
C: -1.617 -4.063 3.464
O: -0.687 1.777 -1.141
H: 0.213 1.947 -3.513
S: 0.438 -1.297 -0.853
H: -4.343 3.753 -2.949
C: -2.681 2.831 -1.969
H: 7.508 2.447 -1.618
H: 3.164 -2.667 -0.030
N: -3.482 -0.699 -0.647
H: -3.406 3.345 2.205
O: 2.711 2.565 -2.638
C: -4.287 -1.058 -2.875
H: -1.464 -0.575 6.033
C: 3.239 -2.496 -1.107
H: -4.340 1.376 3.311
Hg: -1.180 0.350 0.615
C: -3.788 1.252 2.370
H: 5.745 0.484 1.779
H: 4.092 -3.531 -3.629
H: -4.857 2.818 1.323
C: 1.873 -0.435 -1.190
H: -4.438 3.247 -0.779
H: -6.054 -2.862 -0.621
H: 0.731 -1.192 6.969
C: -0.696 0.144 4.166
H: 5.777 -3.016 -3.451
C: 4.404 1.034 0.225
C: -2.764 3.395 -4.340
C: -3.819 2.553 1.572
C: 6.638 2.045 -1.106
C: -0.790 2.345 -3.410
H: 7.780 1.324 0.601
O: 0.443 0.843 2.171
H: -2.791 0.412 4.545
C: -4.413 -1.534 -0.203
O: -1.384 -1.930 1.757
C: -1.464 2.875 -4.481
N: -2.412 0.874 2.592
C: -3.414 -0.484 -1.958
H: 4.787 -3.943 -1.296
N: 3.021 -1.092 -1.406
C: -2.035 0.478 3.749
N: -2.310 -2.739 1.512
C: 4.612 -2.912 -1.614
H: -4.432 -1.722 0.864
C: -1.362 2.294 -2.104
C: 4.228 1.625 -1.071
C: 0.466 0.362 3.354
H: -4.201 -0.839 -3.929
C: 2.975 1.751 -1.726
C: -5.252 -1.909 -2.382
N: -2.976 2.434 0.407
H: -3.293 3.812 -5.187
H: 4.481 -1.817 -3.488
C: 1.809 -0.483 5.218
H: 5.283 2.664 -2.648
H: -2.623 0.173 -2.304
C: -2.448 -3.791 2.325
H: -4.283 0.473 1.779
C: 1.722 0.055 3.963
H: 0.951 1.308 -1.443
H: 3.534 0.686 0.771
C: 0.659 -0.734 5.991
H: 2.787 -0.719 5.626
N: -4.420 -5.392 1.828
H: -0.983 2.894 -5.453
C: -3.340 3.359 -3.090
C: 6.802 1.413 0.144
H: 5.373 -2.293 -1.128
H: 2.455 -3.091 -1.579
C: -3.415 2.839 -0.711
C: -0.560 -0.402 5.456
H: 2.607 0.255 3.370
C: -5.328 -2.175 -1.030
Br: -6.481 -2.727 -3.571
N: -0.990 -4.287 4.404
C: 4.752 -2.813 -3.133
C: 5.654 0.933 0.795

Number 1: largest force on an atom 0.4 eV/Å, molar mass 1180.626 g/mol. Number 2: largest force on an atom 0.4 eV/Å, molar mass 839.520 g/mol. Number 3: largest force on an atom 1.0 eV/Å, molar mass 755.824 g/mol. Number 4: largest force on an atom 1.8 eV/Å, molar mass 869.523 g/mol. Number 5: largest force on an atom 1.0 eV/Å, molar mass 895.863 g/mol. Number 6: largest force on an atom 0.7 eV/Å, molar mass 941.254 g/mol.